Formula: C5H6N2O2
Source: OMol25
Level of theory: wB97M-V/def2-TZVPD

```
15
Properties=species:S:1:pos:R:3:forces:R:3:lowdin_charge:R:1
C 1.3104 1.2224 1.1866 2.387 0.259 -0.875 -0.01
C 0.6857 0.1040 0.3290 0.609 0.323 2.052 -0.38
C -0.3218 -0.8266 1.0807 -0.828 -0.848 -1.227 -0.01
C -0.4788 0.5457 -0.5394 -2.954 1.929 -0.887 -0.38
C 1.6743 -0.6412 -0.4164 4.002 -1.146 -2.426 -0.15
H 0.7276 1.5941 1.9918 -1.277 0.359 0.208 0.07
H 1.6417 2.0514 0.5055 -0.445 -0.630 0.720 0.11
H 2.2327 0.9029 1.7443 -0.666 -0.190 -0.904 0.11
H -0.7654 -0.5852 2.0793 0.594 0.559 -0.983 0.14
H -0.0532 -1.8884 1.0898 0.067 0.227 0.053 0.12
H -2.8477 -1.2065 -0.5306 -0.780 -0.173 -0.084 0.11
N -1.2326 -0.5296 -0.1008 0.643 -0.371 1.805 -0.09
N 2.5826 -1.0728 -1.0437 -3.338 1.231 2.214 0.17
O -2.6059 -0.5226 0.0963 0.492 0.072 -0.581 0.05
O -0.8447 1.5129 -1.1852 1.493 -1.600 0.915 0.13
```
Positions in Å, forces in eV/Å.

Output
Gap between HOMO and LUMO ... 10.7 eV
Relative energy (zero: lowest compared OMol25 entry of this formula, charge and spin) ... 3.096 eV
LUMO ... 0.014 Eh
E_tot ... -12354.5247 eV
Highest occupied orbital energy ... -10.28 eV